Entry 1:
{"formula": "C11H5Cl5I2K", "method": "ωB97M-V/def2-TZVPD", "orbital_gap_ev": [4.44, 3.86], "charge": -1, "e_lumo_ha": [-0.0079, -0.0292], "max_force_ha_per_bohr": 0.0851, "e_homo_ev": [-4.7, -4.7], "energy_ha": -3918.43250, "symbols": ["K", "C", "C", "C", "C", "C", "H", "H", "H", "H", "H", "I", "I", "Cl", "C", "C", "C", "Cl", "C", "Cl", "C", "Cl", "C", "Cl"], "coordinates": [[-7.71187, 8.91641, 9.26873], [-3.00856, 12.95774, 12.69298], [-4.18450, 13.58793, 13.03288], [-5.22165, 12.70731, 12.58121], [-4.62019, 11.63501, 11.89398], [-3.25561, 11.75296, 12.01683], [-1.98858, 13.32653, 12.77682], [-4.36423, 14.59806, 13.38381], [-6.28416, 12.81288, 12.75419], [-5.27553, 10.88347, 11.49124], [-2.51236, 11.16809, 11.53871], [-10.42000, 10.52501, 9.64790], [-13.55223, 13.80510, 7.84809], [-5.29347, 6.63822, 8.40131], [-6.68791, 6.32441, 7.48536], [-7.50154, 7.32588, 7.12284], [-8.64378, 7.25530, 6.41243], [-9.45455, 8.71705, 5.88525], [-8.98465, 5.93932, 5.89291], [-10.24338, 5.75901, 4.79390], [-8.24857, 4.81548, 6.27450], [-8.73477, 3.16318, 5.88367], [-7.06303, 5.01255, 7.05456], [-5.96757, 3.78203, 7.41200]], "forces_ev_per_a": [[0.03, 0.20, 0.09], [0.81, 2.72, 1.13], [0.56, 0.03, -0.18], [0.06, 0.34, 0.07], [-0.63, -0.85, 0.23], [-1.83, -1.18, -1.25], [-0.32, 0.22, 0.29], [0.32, -0.31, 0.27], [0.04, 0.11, -0.12], [0.49, -0.47, -0.33], [0.48, -0.63, -0.12], [-0.21, 0.26, 0.13], [0.11, -0.11, 0.06], [1.43, 0.03, 0.95], [-2.85, -2.61, -2.05], [0.21, 3.00, 0.77], [0.55, -3.18, -1.30], [-0.30, -0.33, 0.00], [0.43, 1.68, 1.05], [-1.25, -0.24, -0.86], [1.36, 0.23, 1.05], [0.25, 0.98, -0.01], [-0.21, 1.72, -0.01], [0.47, -1.62, 0.14]]}

***

Entry 2:
{"formula": "C11H66NO21", "method": "ωB97M-V/def2-TZVPD", "orbital_gap_ev": 9.44, "charge": 1, "e_lumo_ha": -0.0950, "max_force_ha_per_bohr": 0.2367, "e_homo_ev": -12.0, "energy_ha": -2092.99274, "symbols": ["C", "C", "C", "C", "N", "C", "C", "C", "C", "C", "C", "C", "H", "H", "H", "H", "H", "H", "H", "H", "H", "H", "H", "H", "H", "H", "H", "H", "H", "H", "H", "H", "H", "H", "H", "H", "O", "H", "H", "O", "H", "H", "O", "H", "H", "O", "H", "H", "O", "H", "H", "O", "H", "H", "O", "H", "H", "O", "H", "H", "O", "H", "H", "O", "H", "H", "O", "H", "H", "O", "H", "H", "O", "H", "H", "O", "H", "H", "O", "H", "H", "O", "H", "H", "O", "H", "H", "O", "H", "H", "O", "H", "H", "O", "H", "H", "O", "H", "H"], "coordinates": [[0.56818, 1.00424, 3.29932], [-0.02321, 1.98762, 2.20529], [0.12293, 1.37123, 0.85021], [-1.04166, 0.30068, 0.52211], [-1.18242, -0.14989, -0.89633], [-1.52011, 0.94629, -1.80435], [-2.26023, 0.34103, -3.02034], [-2.71506, -1.08839, -2.62647], [-2.20740, -1.21002, -1.18609], [0.21286, -0.75911, -1.44912], [0.72976, -1.77652, -0.49875], [2.01664, -2.19910, -1.00483], [0.09720, 1.27057, 4.04748], [1.73029, 1.03720, 3.28328], [0.30123, 0.00627, 3.17053], [0.44238, 2.92099, 2.52159], [-0.98505, 2.25634, 2.39621], [1.09598, 0.89182, 0.79143], [-0.00501, 2.13993, 0.05856], [-1.86694, 0.91332, 0.66904], [-1.04865, -0.40309, 1.26995], [-0.79556, 1.55574, -2.27298], [-1.99653, 1.60509, -1.22885], [-1.65821, 0.17415, -3.82615], [-3.04731, 1.07391, -3.36647], [-2.24646, -1.85951, -3.26940], [-3.70268, -1.40107, -2.76223], [-1.97579, -2.34434, -0.96920], [-3.14745, -1.09670, -0.61043], [0.86930, 0.04323, -1.81235], [0.00297, -1.06606, -2.30232], [-0.00325, -2.66080, -0.41845], [0.81458, -1.47477, 0.55341], [2.93735, -1.65601, -0.42022], [2.09814, -2.25735, -2.14602], [2.23307, -3.30844, -0.82426], [-1.73660, -5.15943, -0.61511], [-2.33094, -5.63797, -1.24648], [-0.94513, -5.66190, -0.64988], [4.87532, -0.38614, -2.30718], [4.32708, -0.94783, -2.81795], [5.11157, 0.13453, -3.15156], [5.49807, -3.85904, 0.03098], [6.12852, -4.38000, 0.10795], [5.14630, -4.00936, -0.84120], [1.97023, 4.12811, 4.14094], [2.69639, 4.67528, 4.52647], [2.42116, 3.36153, 3.77736], [-5.50678, -2.98752, -4.05127], [-5.66393, -2.62470, -4.93827], [-5.48251, -3.92574, -4.37555], [2.10763, 2.70828, -2.55070], [1.34540, 3.42005, -2.69248], [1.84828, 2.12618, -3.20078], [4.20127, 2.44367, 3.43155], [4.23847, 1.66634, 2.88397], [4.78425, 2.94851, 2.89611], [3.77743, -2.13589, -4.12004], [3.59507, -2.90345, -3.64872], [4.23584, -2.49993, -4.90595], [-3.32048, 3.40446, 0.00939], [-3.47981, 3.79110, -0.80700], [-3.14264, 4.20081, 0.56136], [-6.30758, -1.22324, -1.93950], [-6.04252, -1.61843, -2.70277], [-5.96856, -2.02420, -1.24128], [-4.06448, 1.07975, 2.94584], [-3.65558, 1.95379, 3.09973], [-3.43340, 0.40205, 3.25758], [-0.37927, 4.69916, 5.29848], [-0.35736, 4.39472, 6.21749], [0.45045, 4.37722, 4.77575], [-1.89456, 5.00163, 1.98545], [-1.84004, 5.96414, 1.96392], [-0.99937, 4.79207, 2.00367], [-0.62396, -2.72541, 4.04949], [-0.16416, -3.13469, 3.35864], [-0.16580, -2.40984, 4.79694], [3.16284, -5.40341, 1.03646], [2.84518, -5.77566, 0.21559], [4.01307, -4.84193, 0.78378], [1.06971, -2.20134, -4.99897], [0.51521, -1.45573, -5.44032], [1.98135, -2.08919, -4.82399], [-2.56294, 3.23170, 4.10111], [-1.75930, 3.59504, 4.70760], [-2.48871, 3.95741, 3.45404], [-4.98199, -2.61933, 0.83889], [-5.75247, -1.91959, 0.85470], [-4.84953, -2.79943, 1.82051], [2.39219, 3.54962, 0.03009], [2.01355, 3.19738, -0.75308], [3.11713, 3.03028, 0.20407], [1.05588, 5.35520, 1.64185], [1.64835, 4.95429, 1.10440], [1.35859, 5.16738, 2.49848], [4.24407, -4.25764, -2.32835], [3.77179, -4.99975, -2.43299], [5.10886, -4.22246, -2.75206]], "forces_ev_per_a": [[4.84, -0.36, -7.89], [2.74, -1.90, 1.33], [-0.60, -0.17, -2.30], [1.57, 3.14, -0.48], [3.67, -1.94, -1.20], [-0.27, -1.79, -2.88], [-3.04, 0.63, 1.68], [2.65, 0.06, -0.27], [-2.63, -3.02, 0.81], [-0.19, 4.11, 7.40], [-2.31, -1.28, 1.02], [5.04, -2.49, -0.26], [-3.44, 2.68, 8.27], [-2.05, 0.21, 0.47], [-0.47, -1.93, -0.68], [0.72, 0.22, -1.43], [-3.24, 0.00, 0.73], [0.23, 0.07, -0.41], [0.49, -0.33, 0.32], [-2.09, 0.79, 0.40], [-0.05, -2.42, 1.02], [2.10, 0.06, 0.28], [-2.97, 2.58, 1.91], [2.10, 0.20, -2.09], [0.53, -1.03, 0.50], [0.50, 0.63, 0.15], [-1.91, 0.38, 0.46], [0.51, 2.52, -0.07], [0.90, 0.67, 0.52], [0.25, 0.46, 1.54], [-2.49, -4.02, -7.50], [0.95, 1.24, -0.46], [0.00, 0.48, -0.43], [-2.09, -1.06, -2.10], [-0.02, 1.01, 1.48], [-0.39, 1.41, 0.41], [-1.82, 0.12, -0.99], [0.63, 0.70, 0.90], [1.22, -0.72, 0.09], [1.25, 2.43, -1.94], [-1.29, -1.80, -0.12], [0.23, -0.37, 2.30], [-8.87, 7.34, -0.47], [9.46, -7.51, 1.50], [-0.56, 0.19, -0.43], [0.92, 1.04, 0.33], [-0.90, -0.61, -0.32], [0.35, -0.45, -0.09], [0.09, -1.55, -1.79], [-0.05, 0.77, 0.40], [0.05, 0.76, 1.25], [-2.26, 4.37, 1.43], [2.57, -1.77, 0.57], [-0.47, -2.56, -2.36], [-0.58, -0.39, 0.16], [-0.47, -1.24, 0.11], [1.03, 1.62, -0.33], [0.67, 1.47, -2.73], [-0.57, -2.33, 2.01], [-0.20, 0.67, 0.39], [0.74, -0.13, 2.51], [-0.69, 0.89, -2.62], [0.15, -0.93, 0.04], [0.56, -1.71, 6.70], [0.96, -1.79, -3.80], [-1.52, 3.40, -2.77], [0.38, -0.42, -0.21], [0.05, -0.65, 0.36], [-0.41, 0.85, -0.07], [0.94, -0.67, -1.08], [0.44, 0.03, -0.41], [-1.60, 0.54, 1.79], [-2.52, 1.11, -0.13], [-0.35, 0.09, 0.08], [2.98, -0.94, -0.20], [-3.17, 0.68, -0.02], [1.72, -0.77, -0.78], [1.47, 0.11, 0.75], [2.31, 1.73, -0.35], [0.02, -0.14, -0.25], [-2.33, -1.49, 0.62], [-4.16, 0.65, -1.04], [2.52, -1.83, 1.22], [1.53, 1.34, -0.13], [2.85, 1.60, 1.60], [-2.41, -1.22, -1.51], [-0.45, -0.20, -0.14], [-2.02, 1.80, 1.72], [2.24, -1.91, 0.11], [-0.22, 0.28, -1.86], [-1.94, 2.36, 0.82], [-0.34, -0.63, -1.14], [2.66, -1.81, 0.54], [-3.78, 2.57, 1.06], [2.84, -2.17, -3.04], [0.64, -0.33, 2.09], [2.36, 5.05, 0.66], [-2.08, -4.61, -0.96], [-0.27, -0.73, -0.30]]}

***

> The lowest charge belongs to which entry?

C11H5Cl5I2K